# 1
2 unconnected molecules or ions with the total composition C11H22NO2 in a non-equilibrium geometry. Source: the Open Molecules 2025 dataset; level of theory: ωB97M-V/def2-TZVPD.

Computed properties:
**Strongest force on any atom**: 3.3 eV/A
**Calculated total energy**: -17336.937 eV
**Charge**: +1
**Multiplicity**: 1
**Gap between HOMO and LUMO**: 0.302 Eh
**Energy above the lowest of the compared OMol25 structures with the same formula, charge and spin**: 3.440 eV

Each line ends with the natural charge from an NBO analysis.
CARTESIAN COORDINATES (ANGSTROEM)
C 0.14141 -2.32456 1.40372  -0.383
C 1.47580 -1.63392 1.57113  -0.232
C 1.93932 -0.52154 0.45957  -0.312
C 2.72995 -1.36736 -0.70127  -0.248
N 3.52385 -0.26839 -1.43467  -0.553
C 3.39107 1.10109 -0.73915  -0.253
C 3.10192 0.57719 0.81910  -0.215
C 2.70460 1.94675 1.63591  -0.640
H -0.89252 -1.73770 1.40141  0.224
H 0.18756 -3.50469 1.33961  0.226
H 2.11956 -1.95961 2.51320  0.242
H 0.98876 0.06386 0.10644  0.303
H 2.11369 -2.11112 -1.39874  0.279
H 3.55500 -1.93968 -0.05864  0.229
H 4.51441 -0.51355 -1.18461  0.439
H 3.34799 -0.28693 -2.47043  0.453
H 2.33610 1.44500 -1.14784  0.234
H 4.24164 1.88697 -0.90744  0.267
H 4.12664 0.09445 1.12945  0.212
H 3.70553 2.59176 1.71942  0.230
H 1.92605 2.57885 1.02091  0.234
H 2.36978 1.74587 2.74903  0.252
O -1.01974 0.32018 -0.52737  -0.635
C -2.23591 0.18905 -0.42746  0.824
O -3.00093 -0.00761 -1.52307  -0.499
C -4.39766 -0.35238 -1.49764  -0.070
C -5.25983 0.88761 -1.36438  -0.639
C -2.90965 0.32535 0.90976  -0.745
H -4.60603 -1.09665 -0.72322  0.181
H -4.61430 -0.83632 -2.45607  0.209
H -5.06611 1.41498 -0.42584  0.207
H -6.32119 0.62624 -1.40190  0.231
H -5.04249 1.59333 -2.17331  0.226
H -3.06153 1.38568 1.12573  0.259
H -2.25536 -0.10663 1.67313  0.237
H -3.85738 -0.20560 0.98553  0.230

Forces on the atoms, in the same order (eV/Å):
3.0 1.2 0.6
-3.1 -1.1 -0.6
-0.2 0.1 1.4
-0.5 -0.6 2.3
2.0 -0.4 -0.1
-2.9 0.0 1.0
0.0 1.3 -1.8
1.1 -0.1 0.3
2.6 -1.4 -1.4
-0.5 2.5 1.5
-0.6 0.1 -2.9
1.7 -1.3 0.4
1.4 2.0 1.5
-1.9 0.8 -1.7
-1.0 0.1 -1.3
0.5 0.2 1.3
2.4 0.0 0.9
-1.5 -2.0 0.1
-2.1 0.8 0.0
-2.2 -1.3 -0.2
1.4 -1.4 1.4
0.4 0.3 -2.5
-1.6 -0.2 -0.4
0.6 0.3 -0.2
1.1 -0.2 0.2
-0.5 0.1 0.1
0.1 0.2 0.1
0.0 -0.5 0.4
0.1 0.1 0.0
0.4 0.1 0.2
-0.1 -0.1 0.0
0.1 0.0 0.0
-0.1 -0.2 0.1
0.0 -0.1 0.0
0.0 0.3 -0.1
0.0 0.2 -0.1

# 2
8 unconnected molecules or ions with the total composition C32H88N8O8 in a non-equilibrium geometry. Source: the Open Molecules 2025 dataset; level of theory: ωB97M-V/def2-TZVPD.

Computed properties:
**Strongest force on any atom**: 2.8 eV/A
**Calculated total energy**: -62905.965 eV
**Charge**: 0
**Structure (SMILES)**: COC[C@H](C)N.COC[C@H](C)N.COC[C@H](C)N.COC[C@H](C)N.COC[C@H](C)N.COC[C@H](C)N.COC[C@H](C)N.COC[C@H](C)N
**Multiplicity**: 1
**Gap between HOMO and LUMO**: 0.335 Eh
**Energy above the lowest of the compared OMol25 structures with the same formula, charge and spin**: 2.802 eV

Each line ends with the Mulliken charge.
CARTESIAN COORDINATES (ANGSTROEM)
C -3.87602 -0.03631 2.34753  -0.146
O -3.01636 0.99289 1.99144  0.214
C -3.68065 2.27776 1.86703  -1.115
C -2.72971 3.44270 1.47523  0.184
C -2.21599 3.26689 0.10031  -0.859
N -1.61814 3.56905 2.40930  -0.713
H -3.56142 -0.94522 1.83468  -0.643
H -4.90673 0.12202 2.03024  0.559
H -3.94413 -0.26194 3.41174  0.103
H -4.51685 2.22194 1.17007  0.437
H -4.17919 2.39309 2.82945  0.467
H -3.22037 4.40676 1.60912  0.351
H -1.85559 2.24497 -0.01762  -0.291
H -1.41712 3.93969 -0.21151  0.445
H -2.92862 3.40359 -0.71306  0.426
H -1.97797 3.33477 3.32349  0.302
H -1.08052 2.74054 2.19802  0.257
C 2.32412 4.82528 -2.27963  -0.799
O 1.66739 3.98609 -3.20034  -0.334
C 2.52104 3.04364 -3.90333  -0.832
C 1.72476 2.22778 -4.96129  1.036
C 2.54803 1.00502 -5.41461  -1.322
N 1.44905 3.05024 -6.16728  -0.817
H 3.05248 5.36972 -2.88061  0.424
H 2.69334 4.34123 -1.37549  0.290
H 1.56865 5.58145 -2.06617  0.241
H 3.31552 3.59877 -4.40206  0.564
H 2.92778 2.36998 -3.14912  0.147
H 0.77244 1.87790 -4.56283  -0.057
H 2.45722 0.12135 -4.78296  0.274
H 3.58720 1.32135 -5.50496  0.292
H 2.16306 0.65279 -6.37160  0.404
H 0.67890 2.57163 -6.61214  0.256
H 1.12398 3.97242 -5.91425  0.270
C -3.63767 -0.28181 6.38315  -0.648
O -3.50975 -1.48352 5.59675  -0.397
C -2.17071 -1.69997 5.08281  -0.701
C -2.20468 -3.02515 4.21638  0.762
C -2.42996 -4.21259 5.06852  -1.723
N -0.92418 -3.20619 3.66272  -0.422
H -2.92352 -0.28494 7.20660  0.310
H -4.61390 -0.11502 6.83841  0.245
H -3.43293 0.54889 5.70779  0.176
H -1.77263 -0.88187 4.48252  0.207
H -1.37235 -1.80470 5.81749  0.613
H -2.94093 -2.88957 3.42413  -0.017
H -3.36992 -4.08530 5.60552  0.365
H -1.68681 -4.24816 5.86512  0.368
H -2.42668 -5.18339 4.57290  0.387
H -0.22948 -3.19299 4.39574  0.297
H -0.78951 -2.46935 2.98520  0.361
C -5.38464 -1.71306 -0.55602  -0.392
O -5.48955 -0.71271 -1.49949  -0.411
C -4.17688 -0.23743 -1.86950  -0.373
C -4.16338 0.91935 -2.94125  0.290
C -2.69764 1.27881 -3.39601  -0.873
N -4.72778 2.14050 -2.32144  -0.559
H -4.75266 -2.54480 -0.86732  0.286
H -6.37589 -2.10621 -0.33028  0.373
H -4.97965 -1.37338 0.39723  -0.020
H -3.61870 0.02778 -0.97162  -0.034
H -3.64241 -1.12696 -2.20294  0.408
H -4.73863 0.62951 -3.82056  0.321
H -2.15314 1.48156 -2.47378  -0.209
H -2.65445 2.17910 -4.00895  0.375
H -2.18446 0.40979 -3.80779  0.429
H -5.64507 1.91766 -1.96225  0.240
H -4.90430 2.74102 -3.11411  0.233
C 0.95291 1.82578 -0.79639  0.235
O 0.84899 0.86004 0.21897  -0.437
C 0.83330 -0.48224 -0.28577  -0.669
C 0.55538 -1.45997 0.90635  0.084
C 0.42055 -2.96283 0.38684  -0.888
N -0.70236 -1.17613 1.55819  0.168
H 1.84693 1.76367 -1.41685  0.206
H 0.85117 2.79281 -0.30385  -0.032
H 0.01841 1.82392 -1.35746  -0.160
H 0.12928 -0.61644 -1.10702  0.387
H 1.81623 -0.82636 -0.60752  0.276
H 1.38208 -1.37445 1.61158  0.371
H -0.35736 -2.95903 -0.37667  0.258
H 0.21356 -3.64227 1.21366  0.426
H 1.32169 -3.28209 -0.13673  -0.195
H -0.69402 -0.16732 1.60660  -0.076
H -1.47588 -1.31944 0.92476  -0.295
C 1.68312 6.00379 1.97762  -0.643
O 3.11647 6.10619 1.83874  -0.199
C 3.58998 7.19341 2.57613  -0.611
C 5.09005 7.31912 2.19229  0.480
C 6.00215 6.24441 2.75669  -1.421
N 5.65934 8.60103 2.53792  -0.664
H 1.37461 5.84269 3.01057  0.370
H 1.20728 5.16515 1.46932  -0.050
H 1.12380 6.89961 1.70787  0.368
H 2.95608 8.02159 2.25930  0.344
H 3.46699 7.00473 3.64261  0.291
H 5.16467 7.21120 1.11021  0.197
H 5.68981 5.27585 2.36625  0.320
H 5.98211 6.27610 3.84605  0.353
H 7.01598 6.44005 2.40745  0.379
H 5.85802 8.67319 3.52555  0.241
H 5.03812 9.32783 2.21240  0.248
C -2.76613 -4.79355 0.60778  -0.381
O -2.35232 -4.95596 -0.75756  -0.218
C -1.67220 -6.20560 -1.06492  -0.862
C -0.98504 -6.12248 -2.46122  0.413
C -0.46006 -7.47918 -2.89222  -1.558
N 0.18089 -5.27151 -2.27087  -0.307
H -2.01705 -5.19305 1.29143  0.443
H -3.73036 -5.26259 0.80363  0.510
H -2.92649 -3.73616 0.81828  -0.450
H -0.89178 -6.46335 -0.34894  0.343
H -2.29044 -7.10328 -1.05851  0.394
H -1.68798 -5.85683 -3.25078  0.191
H -0.08316 -7.45107 -3.91459  0.383
H -1.21228 -8.26017 -2.78119  0.414
H 0.41794 -7.78305 -2.32223  0.306
H -0.24982 -4.44505 -1.88158  0.100
H 0.59430 -5.09697 -3.17571  0.212
C 4.29574 -0.77066 -2.17467  -0.639
O 4.33794 -1.88003 -1.27318  -0.398
C 3.92438 -3.03232 -1.93114  -0.491
C 3.90114 -4.27574 -0.94188  0.756
C 5.27507 -4.78628 -0.51929  -1.538
N 3.18089 -5.41932 -1.46671  -0.635
H 4.91596 -0.86935 -3.06555  0.440
H 4.68473 0.07217 -1.60333  0.315
H 3.34647 -0.46527 -2.61480  0.015
H 2.87531 -2.86090 -2.17233  0.190
H 4.43808 -3.30717 -2.85237  0.468
H 3.48773 -3.78627 -0.06006  -0.007
H 5.83232 -3.97298 -0.05441  0.343
H 5.94479 -5.14873 -1.29917  0.310
H 5.16818 -5.62159 0.17275  0.452
H 3.21315 -6.05722 -0.68431  0.349
H 2.20629 -5.16710 -1.54815  0.191

Forces on the atoms, in the same order (eV/Å):
-0.7 -0.8 -0.1
0.5 1.5 -0.8
-0.3 -0.4 0.4
-0.7 0.1 1.3
0.4 -0.2 -1.9
0.5 -0.8 -0.1
0.2 -0.1 0.1
-0.2 0.3 -0.2
0.4 0.2 0.3
0.1 -0.2 -0.5
0.1 0.8 0.4
-0.8 -0.2 -0.4
0.2 -0.1 0.0
0.3 0.1 0.6
-0.6 -0.2 0.4
-0.1 0.3 0.5
0.8 -0.2 0.1
-0.6 0.8 -1.3
-0.3 -1.5 -0.8
-1.4 0.3 0.4
0.5 0.4 0.1
-0.4 0.3 0.0
0.3 -0.5 0.5
0.8 0.0 0.6
0.2 -0.1 -0.1
0.0 -0.1 0.6
0.3 0.0 -0.1
0.3 -0.2 -0.1
0.0 0.0 0.6
0.1 0.3 0.5
0.1 -0.3 -0.2
0.2 0.3 -0.2
-0.1 0.3 -0.5
-0.1 0.1 0.2
0.8 -0.3 -0.7
0.6 0.5 0.6
-1.3 -1.0 -0.6
0.2 1.4 1.2
-1.5 -0.5 1.5
1.1 -0.3 -1.4
0.2 0.0 0.0
-0.2 -0.6 -0.4
0.1 0.4 0.2
-0.6 0.4 -0.5
-0.3 -0.3 0.9
-0.1 -0.1 0.0
-0.2 -0.3 0.0
0.3 0.0 -0.1
0.0 0.2 -0.3
0.3 0.1 -0.1
0.7 0.3 -0.1
-0.3 -0.8 1.0
0.6 1.5 -1.0
0.0 -0.2 -0.7
0.7 -0.3 1.0
-0.8 -0.9 1.5
0.1 -0.5 -0.5
0.1 -0.2 -0.4
-0.1 0.0 -0.2
0.1 0.3 0.0
-0.1 0.7 0.3
0.2 -0.1 -0.7
-0.1 -0.4 0.0
0.1 0.3 0.1
-0.1 -0.3 -0.2
-0.2 0.1 -0.6
-0.2 -0.1 0.2
-0.1 0.6 0.1
-1.2 0.7 0.5
0.3 -1.2 -0.2
0.6 -0.8 1.6
-0.6 -1.6 -1.9
0.9 1.7 -0.1
0.0 1.2 0.3
0.0 -0.1 0.1
0.7 0.1 0.1
0.2 -0.3 -0.8
-0.4 0.1 0.0
0.4 0.5 -0.5
-0.1 0.1 0.1
-0.4 -0.2 0.2
-0.2 0.1 -0.1
0.2 -0.1 0.2
-0.4 0.5 0.7
-0.1 -0.5 -0.4
0.0 -0.3 0.7
-2.1 -1.2 -0.4
1.0 -0.6 -0.7
-0.1 0.2 0.1
-0.5 -0.1 -0.2
0.1 0.3 -0.3
0.4 -0.1 0.5
0.7 -0.1 -0.5
0.4 0.4 -0.5
0.5 0.8 0.3
0.0 0.2 0.4
-0.3 0.1 -0.2
0.0 -0.1 0.4
0.0 -0.3 0.1
0.0 0.0 0.1
-0.2 0.2 0.1
0.1 0.4 0.4
0.1 -0.3 -0.4
0.5 -0.9 0.0
-0.1 0.2 -0.8
0.2 -1.3 1.2
0.3 -0.6 0.3
-1.0 0.3 -0.2
0.0 0.1 0.1
0.0 -0.4 -0.1
0.3 0.1 -0.2
0.3 0.5 0.3
-0.9 0.3 0.0
-0.3 0.7 0.2
-0.3 0.0 -0.2
-0.1 0.0 -0.3
-0.1 0.1 0.4
0.6 0.8 -0.2
0.2 0.5 -0.1
0.9 0.6 0.5
0.4 0.9 -1.0
-1.2 -2.4 0.7
1.5 1.4 -0.7
0.6 0.7 0.0
-0.2 0.8 0.2
0.5 -0.5 0.1
-0.1 0.1 -0.1
-0.8 -0.5 0.6
-0.4 -0.2 -0.5
0.5 0.4 -0.1
-0.5 -0.3 0.5
0.0 -0.1 0.4
-0.4 0.0 -0.5
0.0 0.1 0.3
-0.2 -0.6 -0.1
-0.5 -0.3 -0.2

# 3
A molecular structure, C17H33N5OP2Rh in a non-equilibrium geometry. Source: the Open Molecules 2025 dataset; level of theory: ωB97M-V/def2-TZVPD.

Computed properties:
**Strongest force on any atom**: 3.2 eV/A
**Calculated total energy**: -49226.636 eV
**Charge**: +2
**Multiplicity**: 6
**Gap between HOMO and LUMO (alpha / beta)**: 0.240 / 0.194 Eh
**Energy above the lowest of the compared OMol25 structures with the same formula, charge and spin**: 0.000 eV

Each line ends with the natural charge from an NBO analysis.
CARTESIAN COORDINATES (ANGSTROEM)
C -0.39992 2.27893 -2.56812  -0.273
C -0.01935 1.12512 -3.44806  0.223
N 0.12100 -0.06188 -2.85066  -0.548
C 0.19720 -1.18631 -3.55705  0.255
C 0.16754 -1.13354 -4.95374  -0.223
C 0.14568 0.10313 -5.60383  -0.110
C -0.00164 1.25432 -4.83390  -0.225
C 0.18540 -2.50388 -2.81462  -0.750
P 0.21932 -2.19088 -0.97778  1.007
H -0.04805 2.27203 -5.21681  0.244
H 0.14541 -2.08291 -5.47528  0.243
H 0.12920 0.16415 -6.68850  0.253
C 1.62554 2.37848 -1.24198  -0.425
C -0.61433 2.92658 -0.26921  -0.413
H 1.02152 -3.14260 -3.13225  0.272
H -1.49934 2.32069 -2.48489  0.247
H -0.00242 3.20884 -3.00448  0.220
C 1.68700 -3.07198 -0.32575  -0.948
C -1.25276 -3.10736 -0.43375  -0.948
H 1.66724 -3.14388 0.77168  0.237
H 1.71659 -4.09059 -0.72827  0.255
H 2.61250 -2.55704 -0.62123  0.266
H -1.45902 -2.91165 0.62395  0.227
H -2.10030 -2.78621 -1.05245  0.255
H -1.04862 -4.17251 -0.59004  0.256
H -0.58211 3.99216 -0.55251  0.216
H -1.64660 2.55191 -0.30670  0.225
H -0.22220 2.80424 0.74590  0.183
H 1.83261 3.37473 -1.66694  0.213
H 2.03598 2.29322 -0.22727  0.210
H 2.08805 1.60372 -1.86606  0.223
Rh 0.01598 -0.05004 -0.71533  0.530
H 1.42048 -0.31076 0.03878  -0.182
O -3.46064 0.74749 -0.95409  -0.428
H -0.72851 -3.00731 -3.02044  0.261
H -3.97196 0.09048 -1.50660  0.433
N 0.16782 2.09817 -1.20804  -0.503
C 1.23522 -0.12985 4.41026  -0.089
N 0.98721 1.19639 3.79682  -0.394
C -0.40038 1.62774 4.06608  -0.113
N -1.41666 0.64297 3.63226  -0.098
C -1.12036 -0.66778 4.24778  -0.113
N 0.24927 -1.14078 3.95462  -0.360
C 0.42446 -1.50114 2.56323  -0.542
P 0.15365 0.00375 1.47616  0.887
C 1.30722 1.19877 2.37571  -0.547
C -1.49777 0.55259 2.15987  -0.584
H 1.13149 -0.01933 5.50086  0.236
H 2.24770 -0.46515 4.14262  0.236
H -0.58050 2.58081 3.55268  0.232
H -0.49924 1.75145 5.15435  0.244
H -1.83513 -1.41372 3.87776  0.232
H -1.20438 -0.55005 5.33914  0.244
H 1.44526 -1.86978 2.39522  0.266
H -0.29174 -2.28676 2.28672  0.241
H 1.21543 2.21915 1.97600  0.241
H 2.33890 0.83945 2.21985  0.266
H -2.26050 -0.17884 1.84439  0.269
H -1.77342 1.53302 1.74397  0.272

Forces on the atoms, in the same order (eV/Å):
0.6 0.1 0.3
-0.4 -0.3 -1.0
-0.5 0.5 -0.9
-0.2 0.0 -1.0
0.2 0.0 0.3
-0.5 -0.2 0.2
0.6 0.1 0.7
1.3 0.6 0.7
0.6 -2.9 -1.1
-0.1 -0.4 -0.4
0.2 0.2 -0.3
0.1 -0.1 0.2
-0.3 0.1 0.1
0.2 0.1 -0.2
-0.2 0.1 0.1
0.4 0.1 -0.1
-0.4 -0.1 0.1
-0.1 -0.4 -0.1
0.3 -0.4 0.0
-0.1 0.0 -0.4
0.0 0.1 0.1
-0.4 0.0 0.0
-0.1 -0.1 -0.3
0.1 -0.1 0.3
-0.4 0.0 0.1
-0.1 -0.2 0.2
0.2 0.3 0.1
-0.1 0.2 -0.3
0.0 -0.2 0.2
-0.1 0.1 -0.3
0.1 0.3 0.1
-1.0 1.0 0.4
1.6 -0.2 0.5
-0.4 -0.8 -0.6
-0.8 -0.6 -0.3
0.4 0.8 0.6
-0.2 1.2 -0.5
-0.5 0.3 0.0
-0.4 -0.5 0.2
0.3 0.8 0.8
2.1 -0.9 -1.8
-0.4 -0.8 1.0
-0.2 1.0 0.0
-0.3 0.4 -0.2
0.5 0.9 0.5
-0.8 -0.4 0.1
-1.2 0.4 2.1
0.1 -0.1 -0.4
-0.4 0.1 0.2
0.0 -0.2 0.2
-0.1 0.0 -0.4
0.1 0.3 0.2
-0.1 -0.1 -0.4
-0.2 0.1 0.1
0.2 0.1 0.1
0.1 -0.4 0.1
-0.4 0.2 0.0
0.3 0.1 0.2
0.3 -0.3 0.1

# 4
A molecular structure, C11H5N2NiO5 in a non-equilibrium geometry. Source: the Open Molecules 2025 dataset; level of theory: ωB97M-V/def2-TZVPD.

Computed properties:
**Strongest force on any atom**: 7.7 eV/A
**Calculated total energy**: -65735.545 eV
**Charge**: +1
**Multiplicity**: 3
**Gap between HOMO and LUMO (alpha / beta)**: 0.237 / 0.280 Eh
**Energy above the lowest of the compared OMol25 structures with the same formula, charge and spin**: 1.210 eV

Each line ends with the natural charge from an NBO analysis.
CARTESIAN COORDINATES (ANGSTROEM)
O -0.18740 5.06218 -1.43331  -0.473
C 0.15169 4.18405 -0.77991  0.478
Ni 0.03525 -0.38143 -2.81534  0.802
C 0.39185 -1.75263 -1.75808  0.267
O 0.56133 -2.75036 -1.17617  -0.399
C -0.79707 -1.35388 -4.48994  0.500
O -0.87458 -1.77572 -5.55318  -0.338
C 1.48241 -0.26897 -1.65271  0.229
O 2.59737 -0.43185 -1.26191  -0.365
C -1.61010 -0.21402 -2.21667  0.390
O -2.70318 -0.07720 -1.87293  -0.377
H 0.80265 0.69758 -1.73879  0.178
N -0.09845 -0.06238 5.68816  -0.204
C -0.06198 -0.07498 4.51845  0.233
C -0.01507 -0.08195 3.07177  -0.090
C -0.86254 -0.90824 2.33099  -0.175
C -0.77210 -0.88599 0.93067  0.041
N 0.08954 -0.09356 0.30090  -0.497
C 0.88347 0.72004 0.98999  0.047
C 0.87192 0.75534 2.38942  -0.181
H -1.58279 -1.57068 2.81180  0.255
H -1.43501 -1.52607 0.34737  0.208
H 1.57346 1.37482 0.45646  0.216
H 1.55931 1.41590 2.91295  0.257

Forces on the atoms, in the same order (eV/Å):
0.8 -2.1 1.6
-0.8 2.1 -1.7
-0.7 0.3 -3.5
0.7 -4.7 1.5
0.2 1.9 -0.6
1.1 -1.2 -4.0
-0.2 1.2 3.6
3.8 -1.3 2.0
-2.1 1.3 -0.9
-6.9 2.9 1.9
3.5 -1.0 -0.8
0.8 0.5 0.2
0.1 0.0 -2.7
-0.1 0.0 2.3
0.0 0.1 -0.2
-0.2 -0.2 -0.6
-0.1 0.1 1.4
0.0 0.0 -0.4
-0.1 0.0 1.3
0.1 0.0 -0.5
0.3 0.2 -0.1
0.3 0.1 0.1
-0.2 -0.2 0.0
-0.2 -0.2 0.0